Record 1
The following is a DFT calculation (ωB97M-V with the def2-TZVPD basis set) of C2H2N2O2 as an isolated structure.

Cartesian coordinates (Å):
O  2.03578  -0.17041  0.01331
O  -1.80872  -0.72298  -0.31285
N  -0.17858  0.89029  -0.03368
N  0.80090  -1.37931  -0.17906
C  -1.49154  0.44517  -0.18574
C  0.59658  -0.12080  -0.07798
H  -2.23103  1.25934  -0.18208
H  2.27661  -0.20130  0.95809

As for the lowest unoccupied orbital energy: -0.0392 hartree. As for the relative energy (zero: lowest compared OMol25 entry of this formula, charge and spin): 105.2 kcal/mol. As for the max |F|: 0.009 Eh/bohr. The orbital gap is 0.343 hartree. As for the charge: 0.


Record 2
The following is a DFT calculation (ωB97M-V with the def2-TZVPD basis set) of a 2-piece molecular cluster, C2H2N2O2 overall.

Cartesian coordinates (Å):
O  1.90389  -0.63299  1.51825
O  1.20438  1.26431  2.12372
N  -2.28091  1.27587  1.56540
N  1.04806  0.20696  1.58198
C  -0.26386  -0.16664  1.11258
C  -1.36233  0.67784  1.28322
H  0.97432  0.68493  -0.86948
H  -0.22526  -1.01022  0.37442

As for the lowest unoccupied orbital energy (alpha / beta): -0.1173 / -0.0439 hartree. As for the relative energy (zero: lowest compared OMol25 entry of this formula, charge and spin): 192.3 kcal/mol. As for the max |F|: 0.062 Eh/bohr. The orbital gap (alpha / beta) is 0.316 / 0.367 hartree. As for the charge: 0.


Record 3
The following is a DFT calculation (ωB97M-V with the def2-TZVPD basis set) of a single C2H2N2O2 molecule.

Cartesian coordinates (Å):
O  -2.29491  -0.55882  -0.34188
O  2.45552  -0.31609  0.09111
N  1.31232  -1.19576  -0.14740
N  -0.35912  0.59375  -0.14867
C  0.44848  -0.31295  -0.17283
C  -1.73669  0.49764  -0.19706
H  2.41497  -0.16586  1.03821
H  -2.24057  1.45808  -0.12149

Its SMILES is O=CN=C=NO. As for the lowest unoccupied orbital energy: -0.0147 hartree. As for the relative energy (zero: lowest compared OMol25 entry of this formula, charge and spin): 95.3 kcal/mol. As for the max |F|: 0.017 Eh/bohr. The orbital gap is 0.366 hartree. As for the charge: 0.


Record 4
The following is a DFT calculation (ωB97M-V with the def2-TZVPD basis set) of a single C2H2N2O2S molecule.

Cartesian coordinates (Å):
S  -1.49129  0.39829  2.22013
O  1.54879  0.94688  -1.59622
O  -0.56551  -1.09620  0.16878
N  0.05179  1.02437  0.13124
N  0.28514  -1.00597  -0.90328
C  -0.70125  0.12887  0.73832
C  0.70014  0.30561  -0.78785
H  -2.13416  -0.88166  2.07529
H  2.30635  0.17981  -2.04640

Its SMILES is Oc1noc(S)n1. As for the lowest unoccupied orbital energy: 0.0132 hartree. As for the relative energy (zero: lowest compared OMol25 entry of this formula, charge and spin): 45.6 kcal/mol. As for the max |F|: 0.108 Eh/bohr. The orbital gap is 0.356 hartree. As for the charge: 0.


Record 5
The following is a DFT calculation (ωB97M-V with the def2-TZVPD basis set) of a 2-piece molecular cluster, C2H2N2O2S overall.

Cartesian coordinates (Å):
S  -1.57309  -0.74667  0.84851
O  1.89278  0.37462  -0.64049
O  1.55814  -1.14091  0.86671
N  1.17805  -0.34455  0.05935
N  -0.88767  2.48400  -0.71589
C  -0.53684  1.39950  -0.40691
C  -0.35223  0.03835  -0.14329
H  -0.59308  -1.36698  1.59747
H  -0.68606  -0.69737  -1.46547

As for the lowest unoccupied orbital energy: -0.0447 hartree. As for the relative energy (zero: lowest compared OMol25 entry of this formula, charge and spin): 127.8 kcal/mol. As for the max |F|: 0.120 Eh/bohr. The orbital gap is 0.331 hartree. As for the charge: 0.


Record 6
The following is a DFT calculation (ωB97M-V with the def2-TZVPD basis set) of a 2-piece molecular cluster, C2H2N2O3 overall.

Cartesian coordinates (Å):
O  -2.74660  -0.44856  0.91734
O  2.31012  -0.74069  -0.77185
O  1.44400  -0.92562  1.35070
N  -2.41444  -0.43104  -0.32084
N  -1.45067  -0.06769  -0.88028
C  1.48972  -0.42877  0.15727
C  0.55728  0.61941  -0.12709
H  0.20794  1.25926  0.75114
H  0.60265  1.16370  -1.07640

As for the lowest unoccupied orbital energy (alpha / beta): 0.2748 / 0.2755 hartree. As for the relative energy (zero: lowest compared OMol25 entry of this formula, charge and spin): 51.9 kcal/mol. As for the max |F|: 0.071 Eh/bohr. The orbital gap (alpha / beta) is 0.222 / 0.232 hartree. As for the charge: -2.


Record 7
The following is a DFT calculation (ωB97M-V with the def2-TZVPD basis set) of a 2-piece molecular cluster, C2H2N2O3 overall.

Cartesian coordinates (Å):
O  -1.24389  -2.12841  -0.48892
O  -2.63314  1.03343  -0.07269
O  1.68736  -0.52848  0.15457
N  0.87938  1.60755  -0.40650
N  -1.36647  -0.90324  0.09767
C  -2.10684  0.00939  -0.09200
C  1.21295  0.51700  -0.05020
H  -0.31296  -2.49134  -0.18471
H  0.31418  2.30794  0.18898

Its SMILES is O=C=NO.N=C=O. As for the lowest unoccupied orbital energy: 0.0085 hartree. As for the relative energy (zero: lowest compared OMol25 entry of this formula, charge and spin): 55.0 kcal/mol. As for the max |F|: 0.073 Eh/bohr. The orbital gap is 0.377 hartree. As for the charge: 0.


Record 8
The following is a DFT calculation (ωB97M-V with the def2-TZVPD basis set) of a single C2H2N2O3 molecule.

Cartesian coordinates (Å):
O  -2.00902  -1.48447  1.25466
O  -0.43127  0.26639  1.23235
O  0.88527  1.52057  -0.15293
N  0.85465  0.24842  0.35625
N  -0.93142  -0.98162  -0.79635
C  0.15712  -0.28154  -0.91158
C  -1.17851  -0.91229  0.65708
H  1.93422  1.81162  0.12897
H  0.71896  -0.18708  -1.76845

Its SMILES is O=c1ncn(O)o1. As for the lowest unoccupied orbital energy: -0.0123 hartree. As for the relative energy (zero: lowest compared OMol25 entry of this formula, charge and spin): 107.1 kcal/mol. As for the max |F|: 0.135 Eh/bohr. The orbital gap is 0.396 hartree. As for the charge: 0.


Record 9
The following is a DFT calculation (ωB97M-V with the def2-TZVPD basis set) of a 2-piece molecular cluster, C2H2N2O4 overall.

Cartesian coordinates (Å):
O  -1.10361  1.86885  0.47628
O  -1.11476  0.22511  1.90981
O  -0.24743  -1.16601  -3.23100
O  -0.58561  -0.87570  -0.99209
N  1.38788  -0.42930  1.00795
N  -0.65386  0.86059  0.98320
C  0.65655  0.49816  0.52933
C  -0.43457  -1.03383  -2.12081
H  1.19613  0.90391  -0.35832
H  0.89929  -0.85175  1.79566

Its SMILES is [H]/N=C\[N+](=O)[O-].O=C=O. As for the lowest unoccupied orbital energy: -0.0402 hartree. As for the relative energy (zero: lowest compared OMol25 entry of this formula, charge and spin): 45.8 kcal/mol. As for the max |F|: 0.105 Eh/bohr. The orbital gap is 0.380 hartree. As for the charge: 0.


Record 10
The following is a DFT calculation (ωB97M-V with the def2-TZVPD basis set) of C2H2N2O4 as an isolated structure.

Cartesian coordinates (Å):
O  0.04819  0.48513  1.13338
O  0.55106  -1.45160  2.11669
O  -0.12281  1.77551  -2.08820
O  0.02857  -1.39686  -0.06773
N  0.29768  -0.34830  -1.06656
N  -0.93339  0.84429  0.09423
C  -0.30581  0.89560  -1.24612
C  0.32164  -0.85206  1.16744
H  -0.77952  1.88281  0.52008
H  1.09451  -0.91351  -1.99483

As for the lowest unoccupied orbital energy: -0.0011 hartree. As for the relative energy (zero: lowest compared OMol25 entry of this formula, charge and spin): 106.4 kcal/mol. As for the max |F|: 0.172 Eh/bohr. The orbital gap is 0.397 hartree. As for the charge: 0.


Record 11
The following is a DFT calculation (ωB97M-V with the def2-TZVPD basis set) of a single C2H2N2O4S3 molecule.

Cartesian coordinates (Å):
S  0.10145  -2.03712  1.04677
S  -1.67981  0.30386  1.76244
S  0.93043  1.16279  0.34654
O  -0.26926  -1.86338  -0.32562
O  -1.55268  -1.18500  1.80590
O  1.04085  -1.01331  1.45846
O  -0.88424  1.02851  2.73731
N  -0.63961  0.89413  0.04901
N  -0.89675  0.33994  -1.11108
C  1.31055  0.89018  -1.31930
C  0.16294  0.51686  -1.94725
H  0.09769  0.02037  -2.90383
H  2.27845  0.94215  -1.59935

As for the lowest unoccupied orbital energy: -0.0328 hartree. As for the relative energy (zero: lowest compared OMol25 entry of this formula, charge and spin): 0.0 kcal/mol. As for the max |F|: 0.081 Eh/bohr. The orbital gap is 0.332 hartree. As for the charge: 0.


Record 12
The following is a DFT calculation (ωB97M-V with the def2-TZVPD basis set) of a 2-piece molecular cluster, C2H2N2OS overall.

Cartesian coordinates (Å):
S  0.19945  -0.24612  -1.88723
O  -2.49400  1.36112  -0.74095
N  1.32025  -0.68088  0.63543
N  1.82122  -0.53196  1.75252
C  -2.67127  1.40961  -1.88545
C  0.83535  -0.59285  -0.43857
H  -2.08255  0.91943  -2.72277
H  1.79680  -1.26542  2.50362

As for the lowest unoccupied orbital energy (alpha / beta): 0.0037 / -0.0705 hartree. As for the relative energy (zero: lowest compared OMol25 entry of this formula, charge and spin): 116.4 kcal/mol. As for the max |F|: 0.057 Eh/bohr. The orbital gap (alpha / beta) is 0.330 / 0.230 hartree. As for the charge: 0.


Record 13
The following is a DFT calculation (ωB97M-V with the def2-TZVPD basis set) of a single C2H2N2OS molecule.

Cartesian coordinates (Å):
S  -3.85195  0.29484  -0.04754
O  -2.28701  0.73510  -0.15304
N  -0.50954  -2.20667  0.10694
N  -0.76930  -3.28322  -0.05838
C  -0.27578  -0.94689  0.16563
C  -1.07608  0.24251  -0.15424
H  0.73302  -0.51902  0.43781
H  -0.30582  1.11508  -0.33667

As for the lowest unoccupied orbital energy (alpha / beta): -0.0388 / -0.0396 hartree. As for the relative energy (zero: lowest compared OMol25 entry of this formula, charge and spin): 116.0 kcal/mol. As for the max |F|: 0.089 Eh/bohr. The orbital gap (alpha / beta) is 0.246 / 0.244 hartree. As for the charge: 0.


Record 14
The following is a DFT calculation (ωB97M-V with the def2-TZVPD basis set) of a single C2H2N2OS molecule.

Cartesian coordinates (Å):
S  1.66802  -0.12326  -0.32121
O  -1.21030  -0.01259  -0.51422
N  -0.68353  1.21597  -0.01519
N  0.59241  -1.38092  0.15378
C  0.63658  1.25124  0.03860
C  -0.64179  -1.13986  -0.03507
H  1.01479  2.12311  0.51432
H  -1.37619  -1.93369  0.17898

Its SMILES is C1=NOC=NS1. As for the lowest unoccupied orbital energy: 0.0082 hartree. As for the relative energy (zero: lowest compared OMol25 entry of this formula, charge and spin): 59.0 kcal/mol. As for the max |F|: 0.070 Eh/bohr. The orbital gap is 0.342 hartree. As for the charge: 0.


Record 15
The following is a DFT calculation (ωB97M-V with the def2-TZVPD basis set) of a single C2H2N2OS molecule.

Cartesian coordinates (Å):
S  -1.85923  -1.59971  -0.08637
O  1.03736  1.02632  -0.18922
N  -1.13988  1.00968  -0.01346
N  -0.16267  1.73629  0.01124
C  -0.81176  -0.34858  0.01202
C  0.74305  -0.31957  0.03269
H  1.06351  -1.02841  -0.71702
H  1.12961  -0.47602  0.95011

Its SMILES is S=C1CON=N1. As for the lowest unoccupied orbital energy: -0.0586 hartree. As for the relative energy (zero: lowest compared OMol25 entry of this formula, charge and spin): 67.6 kcal/mol. As for the max |F|: 0.072 Eh/bohr. The orbital gap is 0.295 hartree. As for the charge: 0.


Record 16
The following is a DFT calculation (ωB97M-V with the def2-TZVPD basis set) of a single C2H2N2OS molecule.

Cartesian coordinates (Å):
S  -0.77565  -0.09137  -0.00942
O  3.81368  0.51886  0.15647
N  2.85317  -0.00826  -0.32684
N  1.90481  -0.59872  0.11468
C  0.73407  -1.06162  0.02076
C  -0.26745  1.45338  -0.00437
H  -1.14527  2.10282  -0.01227
H  0.54784  -2.12183  0.01660

As for the lowest unoccupied orbital energy (alpha / beta): -0.0085 / -0.0916 hartree. As for the relative energy (zero: lowest compared OMol25 entry of this formula, charge and spin): 124.4 kcal/mol. As for the max |F|: 0.113 Eh/bohr. The orbital gap (alpha / beta) is 0.248 / 0.223 hartree. Its multiplicity is 3. As for the charge: 0.


Record 17
The following is a DFT calculation (ωB97M-V with the def2-TZVPD basis set) of a single C2H2N2OS3 molecule.

Cartesian coordinates (Å):
S  0.05793  2.44374  3.46187
S  -0.23065  -0.71884  -0.87929
S  -1.34822  -2.07443  0.31939
O  0.72468  2.69144  0.95497
N  -0.18171  0.69865  1.43976
N  0.75746  2.02656  -0.24750
C  0.10589  1.90283  1.93829
C  0.01226  0.56872  0.20088
H  0.67628  2.51953  -1.09807
H  -0.46105  -2.25834  1.28382

Its SMILES is S=c1nc(SS)[nH]o1. As for the lowest unoccupied orbital energy: -0.0316 hartree. As for the relative energy (zero: lowest compared OMol25 entry of this formula, charge and spin): 64.8 kcal/mol. As for the max |F|: 0.124 Eh/bohr. The orbital gap is 0.287 hartree. As for the charge: 0.


Record 18
The following is a DFT calculation (ωB97M-V with the def2-TZVPD basis set) of a single C2H2N2Si molecule.

Cartesian coordinates (Å):
Si  -0.39963  -0.19464  -0.05604
N  -3.28010  1.06281  -0.00837
N  -1.05572  -3.20896  0.10557
C  -0.69896  -2.09268  -0.03544
C  -2.19056  0.67285  0.14333
H  0.76633  0.03377  0.95888
H  0.17837  0.36357  -1.29025

Its SMILES is N#C[SiH2]C#N. As for the lowest unoccupied orbital energy: -0.0038 hartree. As for the relative energy (zero: lowest compared OMol25 entry of this formula, charge and spin): 6.2 kcal/mol. As for the max |F|: 0.068 Eh/bohr. The orbital gap is 0.454 hartree. As for the charge: 0.


Record 19
The following is a DFT calculation (ωB97M-V with the def2-TZVPD basis set) of a 2-piece molecular cluster, C2H2N3O overall.

Cartesian coordinates (Å):
O  0.46186  -4.10504  -0.53828
N  0.26197  -3.13507  -0.05594
N  0.08472  -0.33277  -0.14847
N  1.82420  -0.28187  -3.21427
C  0.72816  -0.93534  -1.06620
C  1.25762  -0.66822  -2.27571
H  -0.21397  -0.95445  0.60734
H  -0.01325  0.67219  -0.20102

As for the lowest unoccupied orbital energy (alpha / beta): -0.2771 / -0.3072 hartree. As for the relative energy (zero: lowest compared OMol25 entry of this formula, charge and spin): 57.8 kcal/mol. As for the max |F|: 0.084 Eh/bohr. The orbital gap (alpha / beta) is 0.199 / 0.375 hartree. Its multiplicity is 3. As for the charge: +1.


Record 20
The following is a DFT calculation (ωB97M-V with the def2-TZVPD basis set) of an isolated ion of composition C2H2N3O2 and charge -1.

Cartesian coordinates (Å):
O  -1.22187  1.21203  -1.61464
O  -0.16347  3.10964  -1.77810
N  0.53190  1.72162  -0.35487
N  1.85400  -0.56020  2.23039
N  -0.30929  1.98438  -1.25911
C  0.34628  0.12371  0.28771
C  1.20971  -0.18707  1.35609
H  0.50936  -0.52104  -0.57551
H  -0.70103  0.10180  0.58741

Its SMILES is N#CCN=[N+]([O-])[O-]. As for the lowest unoccupied orbital energy: 0.1517 hartree. As for the relative energy (zero: lowest compared OMol25 entry of this formula, charge and spin): 91.3 kcal/mol. As for the max |F|: 0.098 Eh/bohr. The orbital gap is 0.321 hartree. As for the charge: -1.


| no. | E_tot (Ha) |
| --- | --- |
| 1 | -337.25672 |
| 2 | -337.11803 |
| 3 | -337.27264 |
| 4 | -735.51467 |
| 5 | -735.38368 |
| 6 | -412.46412 |
| 7 | -412.56336 |
| 8 | -412.48028 |
| 9 | -487.78078 |
| 10 | -487.68422 |
| 11 | -1682.34084 |
| 12 | -660.16228 |
| 13 | -660.16292 |
| 14 | -660.25375 |
| 15 | -660.24000 |
| 16 | -660.03557 |
| 17 | -1456.61195 |
| 18 | -476.37280 |
| 19 | -316.42019 |
| 20 | -392.07272 |